## i
82
Properties=species:S:1:pos:R:3:lowdin_charge:R:1 method="wB97M-V/def2-TZVPD" e_homo_ev=-5.321 charge=-1
Cs 0.6935 0.4789 -0.2444 0.776
N 5.9409 5.5823 4.5037 0.080
C 4.9439 5.2170 3.5882 -0.331
C 5.1288 5.4153 2.2210 -0.037
C 4.1256 5.0878 1.3250 -0.069
C 2.9247 4.5581 1.7778 -0.283
C 2.7233 4.3799 3.1378 -0.061
C 3.7261 4.7065 4.0351 -0.035
S 1.7676 4.0117 0.5467 0.559
O 1.8089 4.9791 -0.5241 -0.317
O 2.2624 2.6729 0.1729 -0.594
N 0.4578 3.9353 1.4039 -0.109
C -0.7100 3.4540 0.9288 -0.520
N -1.6865 3.3037 1.8607 0.114
C -2.8364 2.8049 1.4494 -0.148
C -3.0941 2.4371 0.1336 -0.076
C -2.0428 2.6255 -0.7386 -0.191
N -0.8606 3.1139 -0.3737 0.023
H 6.8741 5.5592 4.1227 0.079
H 5.8961 5.0832 5.3785 0.079
H 6.0640 5.8315 1.8635 0.107
H 4.2656 5.2423 0.2627 0.117
H 1.7709 3.9968 3.4781 0.096
H 3.5622 4.5730 5.0991 0.106
H -3.5956 2.6692 2.2151 0.104
H -4.0299 1.9923 -0.1673 0.078
H -2.1385 2.3506 -1.7866 0.111
C 0.9591 1.2094 3.4500 -0.353
As 0.3340 -0.6126 3.0859 1.111
C 0.1279 -1.1825 4.9524 -0.333
C 1.9254 -1.6760 2.5508 -0.383
C 3.3842 -1.4242 2.9790 -0.671
C 4.1679 -2.6900 2.6069 -0.091
C 3.9960 -0.1931 2.2908 -0.363
As 4.2491 -0.1930 0.3261 1.109
C 5.2301 1.5012 0.3207 -0.316
C 5.8586 -1.3157 0.1846 -0.341
C 3.4491 -1.2256 4.5025 -0.380
As 5.2522 -1.1706 5.3100 1.113
C 4.6551 -0.3634 6.9975 -0.355
C 5.3193 -3.0172 5.9782 -0.351
H 1.7747 1.2611 4.1715 0.014
H 0.0945 1.7458 3.8458 0.028
H 1.2490 1.7408 2.5432 -0.032
H 0.9495 -0.8548 5.5874 0.003
H 0.0482 -2.2692 4.9873 0.020
H -0.8050 -0.7616 5.3261 0.016
H 1.8893 -1.7600 1.4579 -0.002
H 1.6396 -2.6740 2.9051 0.074
H 4.0066 -2.9557 1.5602 0.073
H 3.8335 -3.5334 3.2163 0.085
H 5.2426 -2.5555 2.7601 0.064
H 4.9783 0.0104 2.7287 0.043
H 3.3838 0.6937 2.4830 0.059
H 6.0646 1.4577 1.0232 0.029
H 4.5512 2.3061 0.5890 -0.013
H 5.6105 1.6904 -0.6835 0.026
H 6.5150 -1.1671 1.0434 0.024
H 6.3821 -1.0014 -0.7195 0.015
H 5.6135 -2.3711 0.0898 0.006
H 2.8922 -2.0228 5.0062 0.075
H 2.9772 -0.2785 4.7719 0.043
H 4.4169 0.6869 6.8303 0.011
H 5.4524 -0.4230 7.7380 0.011
H 3.7697 -0.8732 7.3803 0.022
H 5.5134 -3.7034 5.1555 0.005
H 4.3777 -3.2896 6.4573 0.022
H 6.1301 -3.1082 6.7013 0.011
Cl 0.3315 -0.4979 -3.5117 0.612
C 0.4224 -2.1793 -3.9524 -0.665
C 0.2926 -2.4568 -5.3039 -0.125
C 0.3500 -3.7661 -5.7437 -0.091
C 0.5397 -4.7853 -4.8250 -0.128
C 0.6565 -4.4850 -3.4798 -0.679
Cl 0.8884 -5.8243 -2.3966 0.647
C 0.5957 -3.1720 -2.9801 -0.752
S 0.7662 -2.8407 -1.2662 0.219
H 0.1487 -1.6403 -5.9974 0.099
H 0.2528 -3.9900 -6.7974 0.102
H 0.5918 -5.8185 -5.1379 0.097
I -1.7956 -2.3391 -0.7453 0.141
I -4.5531 -1.6583 -0.1206 -0.264

***

## ii
82
Properties=species:S:1:pos:R:3:lowdin_charge:R:1 method="wB97M-V/def2-TZVPD" e_homo_ev=-4.962 charge=-1
Cs 1.0563 -2.5809 0.1160 0.945
N -1.9085 0.8763 7.6303 0.087
C -1.2893 0.3664 6.4929 -0.326
C -1.8589 0.5577 5.2328 -0.032
C -1.2735 -0.0059 4.1133 -0.049
C -0.1138 -0.7505 4.2439 -0.287
C 0.4652 -0.9500 5.4865 -0.065
C -0.1211 -0.3937 6.6068 -0.031
S 0.6043 -1.4739 2.7944 0.456
O 1.4392 -2.5918 3.1768 -0.363
O -0.5110 -1.8591 1.9332 -0.667
N 1.4147 -0.4166 1.9087 -0.231
C 2.4342 0.2726 2.4583 -0.462
N 3.1475 1.0643 1.6220 0.107
C 4.1425 1.7570 2.1423 -0.157
C 4.5015 1.7017 3.4825 -0.082
C 3.7208 0.8632 4.2613 -0.148
N 2.7073 0.1641 3.7833 0.118
H -2.5265 1.6546 7.4799 0.082
H -1.3176 0.9808 8.4368 0.082
H -2.7681 1.1406 5.1389 0.107
H -1.7081 0.1105 3.1283 0.097
H 1.3650 -1.5454 5.5470 0.111
H 0.3201 -0.5368 7.5870 0.107
H 4.6811 2.3951 1.4446 0.104
H 5.3235 2.2734 3.8866 0.084
H 3.9138 0.7384 5.3249 0.104
C -3.6486 -2.1999 -0.1431 -0.306
As -1.8911 -1.7632 -0.9121 1.084
C -2.2635 -2.6397 -2.6438 -0.310
C -2.2874 0.0454 -1.6177 -0.362
C -2.0257 1.2357 -0.6925 -0.654
C -3.0342 1.2207 0.4661 -0.056
C -0.6241 1.1437 -0.0693 -0.368
As 1.0570 0.7318 -1.0593 1.124
C 0.6811 1.0085 -3.0065 -0.337
C 1.8125 2.5455 -0.9163 -0.333
C -2.1417 2.5727 -1.4455 -0.374
As -3.6176 3.1233 -2.6606 1.119
C -5.2436 2.2077 -2.0171 -0.363
C -3.2913 1.9316 -4.1943 -0.348
H -3.7524 -1.7897 0.8604 0.011
H -3.7319 -3.2848 -0.0746 0.022
H -4.4566 -1.8233 -0.7730 0.022
H -3.2062 -2.2970 -3.0753 0.024
H -2.3137 -3.7192 -2.4990 0.024
H -1.4554 -2.4317 -3.3466 -0.005
H -3.3291 0.0403 -1.9450 0.044
H -1.6588 0.1395 -2.5048 0.042
H -2.9076 0.3105 1.0564 0.057
H -4.0622 1.2507 0.0989 0.061
H -2.8755 2.0779 1.1252 0.090
H -0.6474 0.3537 0.6851 0.006
H -0.4141 2.0679 0.4794 0.079
H 0.1646 1.9398 -3.2425 0.002
H 0.1453 0.1741 -3.4578 -0.016
H 1.6671 1.0440 -3.4761 0.019
H 1.1302 3.2784 -1.3521 0.015
H 2.7683 2.5935 -1.4390 0.020
H 1.9822 2.7730 0.1323 -0.005
H -1.2627 2.6985 -2.0836 0.032
H -2.0886 3.3803 -0.7091 0.060
H -5.5566 2.6125 -1.0552 0.009
H -5.1210 1.1295 -1.9282 0.001
H -6.0358 2.4071 -2.7396 0.010
H -2.3089 2.1372 -4.6201 0.014
H -4.0381 2.1361 -4.9624 0.010
H -3.3451 0.8775 -3.9265 0.002
Cl 3.8496 -2.0890 -0.7670 0.570
C 4.2183 -1.9941 -2.4541 -0.667
C 5.5438 -1.8633 -2.8284 -0.109
C 5.8750 -1.7339 -4.1659 -0.084
C 4.8772 -1.7145 -5.1246 -0.119
C 3.5548 -1.8590 -4.7396 -0.678
Cl 2.3436 -1.8230 -5.9768 0.666
C 3.1836 -2.0334 -3.3985 -0.721
S 1.5178 -2.3680 -2.9409 0.098
H 6.3097 -1.8585 -2.0648 0.104
H 6.9137 -1.6488 -4.4554 0.103
H 5.1140 -1.5988 -6.1731 0.100
I 1.8462 -4.7553 -2.5231 0.262
I 2.2405 -7.7125 -2.1623 -0.379

***

It is ii that is the least stable of them.

***

## i
59
Properties=species:S:1:pos:R:3:nbo_charge:R:1 method="wB97M-V/def2-TZVPD" e_homo_ev=-8.702
C -0.5562 2.0433 -5.7776 -0.250
O 0.3170 1.7794 -4.7006 -0.524
C -0.1081 2.1093 -3.4434 0.282
C -1.1432 2.9890 -3.1676 -0.282
C -1.4645 3.3113 -1.8588 -0.187
C -0.7630 2.7659 -0.7973 -0.014
C -1.1025 3.0901 0.6257 -0.629
C 0.2580 1.8637 -1.0745 -0.229
C 0.5885 1.5235 -2.3747 0.172
N 1.5737 0.5612 -2.6742 -0.714
C 2.8463 0.5373 -1.9920 -0.309
C 2.7646 0.1592 -0.5023 0.669
O 3.2744 0.8446 0.3568 -0.598
N 2.0657 -0.9848 -0.3057 -0.631
C 1.5640 -1.4914 0.8892 0.167
C 1.8965 -0.9599 2.1355 -0.217
C 1.2912 -1.4593 3.2745 -0.181
C 0.3647 -2.4790 3.1735 -0.369
S -0.5156 -3.0246 4.6372 2.327
O 0.3177 -2.8115 5.7831 -0.940
O -1.0422 -4.3334 4.3871 -0.941
N -1.8331 -2.0101 4.8137 -0.652
C -2.7877 -2.0098 3.7289 -0.237
C -2.4492 -0.7844 2.8591 -0.433
C -1.6548 0.1469 3.7926 -0.434
C -1.5497 -0.6265 5.1219 -0.238
C 0.0639 -3.0468 1.9482 -0.181
C 0.6637 -2.5570 0.8053 -0.237
S 1.1250 -0.7705 -3.5647 2.326
C 2.0121 -0.6225 -5.1330 -0.863
O -0.2873 -0.7605 -3.7674 -0.918
O 1.6775 -1.9273 -2.8950 -0.977
H -0.6512 3.1180 -5.9633 0.179
H -1.5418 1.6081 -5.5967 0.192
H -0.1075 1.5696 -6.6496 0.196
H -1.7034 3.4416 -3.9700 0.221
H -2.2735 4.0016 -1.6718 0.212
H -0.1994 3.2999 1.1947 0.223
H -1.6011 2.2412 1.0938 0.220
H -1.7633 3.9509 0.6810 0.216
H 0.7987 1.4250 -0.2520 0.220
H 3.3210 1.5210 -2.0627 0.237
H 3.4683 -0.2023 -2.5004 0.237
H 1.7936 -1.4956 -1.1484 0.441
H 2.6140 -0.1588 2.1999 0.254
H 1.5400 -1.0732 4.2503 0.239
H -2.7234 -2.9593 3.2018 0.230
H -3.7902 -1.9126 4.1573 0.201
H -3.3565 -0.3111 2.4874 0.215
H -1.8439 -1.0775 2.0017 0.217
H -2.1621 1.0987 3.9421 0.213
H -0.6657 0.3496 3.3836 0.217
H -0.5724 -0.5666 5.5962 0.233
H -2.3049 -0.2755 5.8320 0.201
H -0.6324 -3.8695 1.9116 0.245
H 0.4364 -2.9787 -0.1628 0.226
H 1.5174 -1.2711 -5.8441 0.254
H 1.9658 0.4093 -5.4486 0.261
H 3.0301 -0.9479 -4.9667 0.243

***

## ii
59
Properties=species:S:1:pos:R:3:nbo_charge:R:1 method="wB97M-V/def2-TZVPD" e_homo_ev=-8.902
C -2.1534 -4.2473 -0.2967 -0.631
C -2.5732 -2.8138 -0.1929 -0.003
C -1.8605 -1.8248 -0.8554 -0.213
C -2.2193 -0.4922 -0.7656 -0.154
C -3.3263 -0.1387 -0.0120 0.101
N -3.7282 1.2204 0.1137 -0.706
C -3.4019 1.8761 1.3653 -0.306
C -1.9239 1.6639 1.7353 0.673
O -1.5911 1.0617 2.7300 -0.587
N -1.0968 2.2013 0.8052 -0.633
C 0.2864 2.0932 0.7023 0.171
C 1.0685 1.4268 1.6469 -0.199
C 2.4367 1.3485 1.4662 -0.170
C 3.0194 1.9297 0.3563 -0.365
S 4.7823 1.7687 0.1388 2.317
O 5.4561 2.0569 1.3696 -0.937
O 5.1883 2.4800 -1.0423 -0.944
N 4.8941 0.0991 -0.1020 -0.669
C 6.2182 -0.4393 0.1498 -0.267
C 6.1343 -1.9634 0.0722 -0.072
O 5.6522 -2.3800 -1.1856 -0.520
C 4.3816 -1.8373 -1.4498 -0.073
C 4.4049 -0.3073 -1.4027 -0.268
C 2.2574 2.5966 -0.5853 -0.174
C 0.8897 2.6798 -0.4136 -0.244
S -3.7869 2.1716 -1.2470 2.323
C -5.4356 2.8975 -1.1101 -0.854
O -3.7462 1.3503 -2.4118 -0.916
O -2.8201 3.2416 -1.1355 -0.974
C -4.0528 -1.1180 0.6497 -0.201
C -3.6860 -2.4525 0.5740 -0.005
C -4.4776 -3.4916 1.3060 -0.629
H -1.2748 -4.3465 -0.9281 0.219
H -2.9547 -4.8519 -0.7199 0.219
H -1.9207 -4.6502 0.6883 0.220
H -0.9995 -2.0987 -1.4475 0.212
H -1.6563 0.2665 -1.2859 0.214
H -4.0187 1.4656 2.1703 0.232
H -3.6056 2.9417 1.2493 0.229
H -1.5461 2.7066 0.0378 0.438
H 0.5971 0.9799 2.5063 0.252
H 3.0685 0.8469 2.1809 0.238
H 6.5250 -0.1045 1.1400 0.239
H 6.9364 -0.0710 -0.5972 0.189
H 7.1225 -2.4117 0.1830 0.201
H 5.4683 -2.3307 0.8669 0.167
H 4.1005 -2.1886 -2.4438 0.199
H 3.6561 -2.2046 -0.7078 0.165
H 3.3985 0.0954 -1.5292 0.219
H 5.0519 0.0861 -2.1997 0.199
H 2.7524 3.0417 -1.4340 0.247
H 0.2740 3.1948 -1.1366 0.224
H -5.5079 3.4445 -0.1800 0.237
H -5.5714 3.5627 -1.9535 0.253
H -6.1470 2.0839 -1.1465 0.249
H -4.9114 -0.8291 1.2376 0.210
H -5.3070 -3.0393 1.8425 0.217
H -4.8741 -4.2314 0.6117 0.219
H -3.8464 -4.0158 2.0224 0.221

***

It is i that is the least stable of them.

***

## i
16
Properties=species:S:1:pos:R:3:nbo_charge:R:1 method="wB97M-V/def2-TZVPD" e_homo_ev=-8.372
C 0.4656 -0.0409 1.1674 -0.852
S 1.7791 1.1462 1.0194 0.573
S 2.1885 1.0841 -0.9088 -0.028
H 0.0874 -0.1587 2.1873 0.266
H 0.9039 -0.9731 0.8143 0.275
H -0.4531 0.2474 0.6121 0.362
H -0.9727 2.5603 0.2719 0.025
H 3.1097 -0.9574 -0.7160 0.448
H 4.2058 -1.8507 -1.3779 0.477
O 3.3451 -1.8520 -0.9243 -0.928
H -3.1618 -1.1152 -2.0735 0.454
H -2.8702 -0.5012 -0.6342 0.510
O -2.5297 -1.0891 -1.3490 -0.991
H -0.6525 2.4090 -0.3769 -0.026
H -2.9537 0.6555 1.5463 0.430
O -2.4914 0.4358 0.7418 -0.995

***

## ii
16
Properties=species:S:1:pos:R:3:nbo_charge:R:1 method="wB97M-V/def2-TZVPD" e_homo_ev=-8.537
C 1.9830 -1.4902 -1.1368 -0.792
S 1.7467 0.2990 -1.0881 0.087
S 1.8426 1.0765 0.7699 -0.108
H 1.3485 -2.1598 -1.7445 0.246
H 2.9895 -1.5969 -1.6999 0.232
H 2.2046 -1.7936 -0.0774 0.239
H 1.3167 0.2023 1.6813 0.101
O -1.4381 2.8924 0.1554 -0.991
H -1.8118 1.9518 -0.1355 0.497
H -1.6254 2.9955 1.0892 0.456
O -1.0053 -1.0070 1.3374 -0.927
H -0.5999 -0.9681 2.1569 0.468
H -0.2687 -0.8164 0.8022 0.464
O -2.4932 0.4863 -0.7273 -0.943
H -1.9460 -0.0605 -1.4384 0.480
H -2.2432 -0.0114 0.0555 0.493

***

It is i that is the least stable of them.